Density functional theory data (ωB97M-V/def2-TZVPD) for a structure of composition C3H9N5.

As for the electronic energy: -10700.0260 eV. The HOMO energy is -8.45 eV. For the gap between HOMO and LUMO, the calculation gives 8.8 eV. For the energy above the lowest of the compared OMol25 structures with the same formula, charge and spin, the calculation gives 8.022 eV. The LUMO energy is 0.401 eV.

Each line ends with the natural charge from an NBO analysis.
Positions of all 17 atoms, in Å:
C 2.14950 1.37073 -0.25608  -0.414
C -0.28102 1.08105 -0.53616  0.355
C -1.57210 -0.75053 -0.17877  0.541
H 1.76884 1.91408 -1.20745  0.215
H 3.26476 0.55940 -0.52868  0.233
H 2.22202 2.18071 0.89653  0.208
H 2.15595 -0.59967 1.09554  0.371
H 0.92521 -1.15183 0.24304  0.399
H -0.19166 2.11170 -0.98204  0.184
H -3.22983 -2.06880 0.29313  0.355
H -2.65514 -0.35106 1.60718  0.378
H -1.33835 -2.60913 -0.64133  0.336
N 0.91072 0.74581 0.00318  -0.279
N 1.10099 -0.32091 0.89884  -0.670
N -1.43220 0.50658 -0.32347  -0.572
N -2.88152 -0.86597 0.38527  -0.805
N -0.91617 -1.75216 -0.76876  -0.834

Cartesian forces, eV/Å:
0.9630 2.6383 0.1449
0.4799 0.6314 1.1240
-2.1739 -6.1986 -1.0872
2.2431 0.1860 1.4569
-3.9092 2.6477 1.0198
0.8938 -2.2756 -3.8649
-2.4180 2.0374 -0.6557
-0.7552 0.6274 1.3235
-0.4570 -1.1919 0.0896
1.4655 4.6752 1.3383
-1.3629 -2.6318 -4.6039
-1.2467 -2.1047 0.6343
1.5259 -1.8743 0.3475
0.6683 -3.8207 -0.5231
3.5497 5.5888 -1.5078
-0.4117 -3.4779 4.1390
0.9454 4.5433 0.6250

***

Density functional theory data (ωB97M-V/def2-TZVPD) for a structure of composition C27H28Br2N3O3Pd.

As for the electronic energy: -182603.6012 eV. The HOMO energy is -16.52 eV. The net charge is +3. For the gap between HOMO and LUMO, the calculation gives 4.4 eV. For the energy above the lowest of the compared OMol25 structures with the same formula, charge and spin, the calculation gives 0.362 eV. The LUMO energy is -12.141 eV.

Each line ends with the natural charge from an NBO analysis.
Positions of all 64 atoms, in Å:
Pd -1.18127 -0.40382 0.23504  0.958
C 1.82779 -1.46439 -2.73447  -0.615
C 0.45264 -1.22607 -3.35335  -0.248
C 0.19291 -2.20489 -4.50833  -0.599
C -0.67777 -1.33031 -2.35516  -0.008
C -1.86705 -0.64584 -2.50580  -0.140
C -2.95602 -0.80790 -1.60368  -0.202
C -2.95910 -1.77512 -0.59720  -0.058
C -4.17652 -2.07964 0.22499  -0.644
C -1.72293 -2.42240 -0.37316  -0.191
C -0.58969 -2.13143 -1.20005  -0.157
H 2.60342 -1.22595 -3.46009  0.261
H 1.96963 -2.51181 -2.45910  0.218
H 2.01028 -0.84027 -1.85213  0.184
H 0.42293 -0.20952 -3.75792  0.216
H 0.15911 -3.23436 -4.14646  0.219
H 0.99630 -2.13571 -5.24063  0.248
H -0.74717 -1.99099 -5.01690  0.226
H -1.99406 0.03684 -3.33867  0.254
H -3.85234 -0.21956 -1.76283  0.262
H -4.76687 -1.18260 0.40587  0.240
H -3.91586 -2.53038 1.18131  0.235
H -4.81230 -2.78862 -0.30902  0.274
H -1.63729 -3.17446 0.40109  0.262
H 0.34247 -2.63899 -0.98442  0.263
C 0.26558 2.02675 -1.98082  -0.660
C -0.43706 2.77226 -0.90065  0.305
C -0.44249 4.17167 -0.91258  -0.201
C -1.04511 4.87587 0.10105  -0.042
C -1.66041 4.15801 1.13660  -0.220
C -2.30989 4.78038 2.27143  0.131
Br -2.31957 6.58499 2.45427  0.442
C -2.96124 4.04255 3.29268  -0.317
C -2.99702 2.68651 3.25101  -0.045
Br -3.82047 1.68145 4.52820  0.374
C -2.33806 1.95340 2.10778  0.488
O -2.38722 0.75272 2.02890  -0.467
C -1.63525 2.76570 1.05634  0.234
N -1.05202 2.07938 0.07944  -0.493
H 1.18374 2.54175 -2.26231  0.271
H -0.36598 1.98609 -2.87280  0.262
H 0.50204 1.00995 -1.67756  0.224
H 0.04960 4.69337 -1.72260  0.270
H -1.03193 5.95753 0.09527  0.267
H -3.42619 4.58624 4.10477  0.292
O 5.63724 -0.97084 -0.82567  -0.726
C 5.68542 -1.07780 0.57781  0.102
N 4.29492 -1.32196 0.94135  -0.605
C 3.80690 -1.08760 2.16886  0.638
O 4.43825 -0.70455 3.12791  -0.553
C 2.31569 -1.30909 2.35118  -0.115
C 1.85692 -1.80445 3.56759  -0.052
C 0.49344 -1.93921 3.77632  -0.218
C -0.38516 -1.53615 2.79013  0.045
N 0.06816 -1.02975 1.63410  -0.413
C 1.38981 -0.92592 1.40292  0.034
H 6.53557 -0.93073 -1.17048  0.500
H 6.01048 -0.15670 1.06315  0.191
H 6.30920 -1.91287 0.90387  0.184
H 3.73974 -1.75810 0.22356  0.405
H 2.57974 -2.06470 4.33110  0.281
H 0.10245 -2.34201 4.70025  0.269
H -1.45839 -1.60115 2.91372  0.235
H 1.68732 -0.49485 0.45498  0.226

Cartesian forces, eV/Å:
-0.1926 -0.1363 -0.8340
0.0308 0.0019 -0.0072
-0.0488 0.0133 0.0165
0.0131 -0.0132 -0.0169
-0.0659 0.1063 -0.1674
0.1668 0.0505 -0.0476
0.0361 0.1672 0.4258
-0.1496 -0.3250 -0.1030
-0.0183 -0.0474 -0.0555
-0.1320 0.0351 0.0524
0.0106 -0.1196 0.3331
0.0044 -0.0076 0.0014
0.0039 0.0023 0.0061
-0.0132 -0.0003 -0.0301
0.0055 -0.0356 -0.0401
0.0028 0.0052 0.0140
-0.0057 0.0155 -0.0005
-0.0028 0.0001 0.0117
0.0119 0.0119 0.0046
0.0084 0.0098 -0.0080
-0.0113 -0.0017 -0.0144
0.0153 0.0059 -0.0060
0.0026 0.0038 -0.0028
0.0249 -0.0396 -0.0241
-0.0353 -0.0413 0.0590
0.0128 0.0309 -0.0154
0.0843 -0.0686 0.0591
0.0005 0.0267 -0.0031
0.0346 -0.0438 -0.0156
0.0313 0.0692 -0.0438
-0.0400 -0.0535 0.0481
0.0050 0.0318 -0.0244
0.0054 0.0511 0.0134
0.0704 0.0298 -0.1330
-0.0131 0.0049 0.0237
0.0023 0.0277 -0.0116
-0.0092 -0.0127 0.1058
-0.1667 -0.0346 0.0488
0.0761 0.0156 0.2834
-0.0057 -0.0053 -0.0116
0.0058 0.0135 0.0067
-0.0032 0.0052 0.0417
0.0004 -0.0061 0.0039
-0.0172 -0.0012 0.0153
-0.0102 -0.0323 0.0125
0.0260 0.0584 0.0849
-0.1970 -0.0475 -0.0603
0.0627 0.1457 -0.0907
-0.1234 -0.0530 0.1789
0.0723 0.0140 -0.0822
0.0266 0.0333 -0.1149
-0.0208 0.0039 -0.0002
0.0195 -0.0235 0.0737
-0.0080 0.0096 -0.0733
0.2560 0.3163 -0.0381
0.0023 -0.0091 0.1065
0.0269 -0.0388 -0.0429
0.0310 -0.0198 0.0486
0.0554 0.0262 -0.0080
0.0112 -0.0993 0.0310
-0.0138 -0.0133 0.0094
0.0053 -0.0015 -0.0006
0.0217 0.0093 -0.0143
0.0209 -0.0205 0.0216

***

Density functional theory data (ωB97M-V/def2-TZVPD) for a cluster of 2 separate species, C5H9N2P in total.

As for the electronic energy: -17594.7835 eV. The HOMO energy is -8.70 eV. For the gap between HOMO and LUMO, the calculation gives 8.7 eV. For the energy above the lowest of the compared OMol25 structures with the same formula, charge and spin, the calculation gives 4.297 eV. The LUMO energy is 0.005 eV.

Each line ends with the natural charge from an NBO analysis.
Positions of all 17 atoms, in Å:
C -2.90475 1.22944 -0.02506  -0.234
C -1.70500 -1.00309 -0.35988  -0.184
C 2.37034 0.64127 -0.53106  -0.425
C 1.65221 -0.82733 1.22334  -0.663
C 1.82651 -0.50895 -0.18418  -0.162
N -2.78991 0.84506 -1.24400  -0.244
N -2.21849 -0.40085 -1.39161  -0.419
P -2.05985 0.06395 1.13074  0.398
H -3.28007 2.24055 0.05516  0.229
H 2.74732 1.31014 0.19264  0.179
H -2.25610 -0.83565 -2.22586  0.399
H 2.96447 0.70454 -1.52111  0.201
H 2.34180 -1.63942 1.53414  0.229
H 0.61537 -1.29127 1.40791  0.223
H 1.93665 0.13568 1.75558  0.212
H 1.40372 -1.17445 -0.88778  0.206
H -0.64422 0.51040 1.07104  0.056

Cartesian forces, eV/Å:
1.8457 0.0417 -1.1244
0.4727 -0.6909 1.1242
2.5296 -0.6734 -2.9277
-0.9737 -0.4690 1.6292
-0.3516 0.6763 0.0030
-1.8605 1.0613 -0.7775
0.4945 1.3422 4.9174
0.7153 -0.5221 -0.8995
-0.2020 -0.1136 0.4852
0.1760 0.7436 0.9209
-0.1536 -1.1178 -3.6789
-1.8772 0.3347 1.1487
-0.1301 0.5115 -0.1602
1.3634 1.0956 0.1669
-0.8112 -1.4721 0.1628
0.1346 -0.8514 -0.9115
-1.3718 0.1034 -0.0784

***

Density functional theory data (ωB97M-V/def2-TZVPD) for an isolated molecule of C2H10N4O2.

As for the electronic energy: -12286.1534 eV. The HOMO energy is -6.99 eV. For the gap between HOMO and LUMO, the calculation gives 8.0 eV. For the energy above the lowest of the compared OMol25 structures with the same formula, charge and spin, the calculation gives 6.155 eV. The LUMO energy is 1.041 eV.

Each line ends with the natural charge from an NBO analysis.
Positions of all 18 atoms, in Å:
C -0.04958 0.49587 0.24723  0.249
C 2.23577 0.30346 -0.76823  -0.413
N -0.63050 -0.81370 -0.10789  -0.097
N -1.73656 -0.92308 -0.93413  -0.209
N 1.37980 0.41449 0.41266  -0.686
N -0.61208 0.92768 1.49245  -0.889
O -0.05095 -2.01835 0.31001  -0.570
O -2.80830 -0.04300 -0.52392  -0.605
H 0.72387 -1.74362 0.83321  0.491
H -3.15947 0.25319 -1.38784  0.471
H -2.10913 -1.87296 -0.80426  0.351
H 1.78546 0.70806 1.29419  0.401
H -0.29286 1.23235 -0.52622  0.162
H -0.73721 1.91496 1.69121  0.375
H -1.30934 0.33023 1.92844  0.392
H 1.82797 0.89886 -1.58871  0.186
H 3.22828 0.68272 -0.51231  0.202
H 2.31485 -0.74715 -1.05588  0.188

Cartesian forces, eV/Å:
0.0524 -0.5749 0.4879
-0.3105 -0.0023 0.8769
0.4879 2.1483 0.3725
0.0120 -0.7121 -1.7356
0.2824 -0.5619 -0.2655
-0.2170 0.1883 1.4944
-0.2828 -0.4356 0.3374
-0.3977 -0.0662 0.3891
-0.2194 0.2549 -0.2130
0.5108 -0.1903 0.6547
0.4446 0.3564 0.1805
-0.5366 0.0553 -0.4389
-0.1906 -0.3591 -0.5173
0.0248 -0.3964 -0.4053
0.2599 0.3453 -0.5962
0.0654 -0.0774 -0.1011
-0.0862 -0.0799 -0.1551
0.1006 0.1076 -0.3656

***

Density functional theory data (ωB97M-V/def2-TZVPD) for an isolated molecule of C25H25N7OS.

As for the electronic energy: -49646.3247 eV. The HOMO energy is -8.00 eV. For the gap between HOMO and LUMO, the calculation gives 8.1 eV. For the energy above the lowest of the compared OMol25 structures with the same formula, charge and spin, the calculation gives 0.005 eV. The LUMO energy is 0.143 eV.

Each line ends with the natural charge from an NBO analysis.
Positions of all 59 atoms, in Å:
C -6.84399 -0.02882 -1.52062  -0.624
C -5.54117 0.34298 -0.87867  -0.017
C -5.43948 0.51375 0.49379  -0.222
C -4.23533 0.86808 1.07346  -0.194
C -3.11088 1.06633 0.28502  0.097
C -3.19192 0.91439 -1.10353  0.076
C -4.40798 0.54882 -1.65622  -0.240
H -4.47867 0.42666 -2.72851  0.201
C -1.99157 1.14949 -1.96779  -0.679
H -1.21565 0.41688 -1.73898  0.258
H -2.25587 1.06270 -3.01841  0.212
H -1.58391 2.14491 -1.79291  0.214
N -1.86968 1.40212 0.86463  -0.639
C -1.70482 2.18957 1.94647  0.670
O -2.59044 2.76686 2.53831  -0.604
C -0.24957 2.36259 2.38377  -0.633
H -0.23727 2.85095 3.35717  0.252
H 0.31562 2.95600 1.66295  0.285
S 0.62934 0.77380 2.51893  0.328
C 1.96874 1.07718 1.45574  0.294
N 2.23046 2.23529 0.95878  -0.515
C 3.28554 2.38843 0.10421  0.245
C 3.57327 3.66748 -0.38852  -0.228
C 4.62070 3.84786 -1.25985  -0.184
C 5.40431 2.76790 -1.67314  -0.219
C 5.14005 1.50068 -1.21041  -0.153
C 4.08657 1.29828 -0.31533  -0.166
C 3.72350 0.02794 0.20610  0.382
N 4.11529 -1.20429 -0.05455  -0.497
C 3.32374 -1.96775 0.72833  0.345
N 2.47739 -1.28518 1.47509  -0.291
N 2.71263 -0.01903 1.13905  -0.213
C 3.21280 -3.44211 0.61299  -0.454
H 4.16553 -3.88053 0.32276  0.240
H 2.88929 -3.84507 1.57181  0.231
C 2.15055 -3.73827 -0.47589  -0.194
N 1.01223 -2.87216 -0.34006  -0.353
C 0.89402 -1.64718 -0.90640  0.171
N -0.13553 -0.98704 -0.45292  -0.511
C -0.72361 -1.81409 0.45753  -0.094
C -0.02396 -2.98263 0.55629  0.127
C -0.24798 -4.17996 1.40238  -0.645
H -0.27307 -5.08794 0.79916  0.215
H -1.19757 -4.07872 1.91977  0.239
H 0.54113 -4.28153 2.14707  0.218
H -1.61052 -1.51645 0.97949  0.215
H 1.57550 -1.28194 -1.65123  0.203
H 1.83142 -4.78106 -0.40938  0.217
H 2.59087 -3.56029 -1.46068  0.220
H 5.72997 0.64955 -1.51268  0.230
H 6.22124 2.93288 -2.35901  0.219
H 4.84231 4.83692 -1.63222  0.219
H 2.96066 4.49290 -0.06268  0.228
H -1.06133 0.98774 0.41372  0.437
H -4.16491 0.99876 2.14081  0.232
H -6.30665 0.36356 1.12018  0.207
H -7.52986 -0.45136 -0.79049  0.213
H -7.31227 0.85481 -1.95536  0.218
H -6.68922 -0.75166 -2.31929  0.214

Cartesian forces, eV/Å:
0.0141 0.0811 -0.0171
0.0061 -0.0257 0.0199
0.0456 -0.0261 -0.1228
0.0895 -0.0008 0.0716
-0.4253 -0.0209 -0.1215
0.0726 0.0756 0.0784
-0.0821 -0.0384 0.1774
0.0257 -0.0140 -0.1302
0.0097 -0.0553 -0.0449
-0.0079 0.1448 -0.1071
-0.0217 0.0292 -0.0861
0.0776 0.0943 -0.0198
0.0082 -0.2887 -0.4682
0.5684 0.1642 0.1875
-0.1789 0.0872 0.1323
0.1463 -0.2241 0.2112
-0.0626 0.0030 -0.1429
-0.1080 0.0595 0.0638
-0.3227 0.0221 0.3120
-0.4351 0.8010 0.0283
-0.3035 -0.2705 0.4426
0.5690 -0.3283 -0.4167
0.1381 -0.0231 -0.0821
-0.1308 0.0743 0.0839
0.0971 -0.1945 -0.0439
0.0113 0.0413 -0.0018
-0.1377 0.6123 -0.0140
-0.3288 -0.3600 0.2545
0.4272 0.2069 -0.4450
-0.0312 0.4123 0.4047
-0.4584 -0.7889 0.6714
1.1585 0.1176 -0.8729
-0.1798 0.0666 -0.0271
0.0019 -0.0357 0.0639
0.0393 -0.0678 -0.0167
0.4079 -0.2260 0.0666
-0.4781 0.0455 -0.2101
-0.0234 0.1780 -0.2283
0.1152 0.2614 -0.1239
0.1670 -0.3790 0.0586
-0.3372 0.0031 0.1693
0.1392 0.0282 -0.0776
-0.0514 -0.0966 0.0480
-0.0343 -0.0451 0.0446
0.0154 -0.0916 0.1152
-0.2297 -0.0283 0.1995
0.2365 -0.0141 -0.1467
0.0340 0.1043 -0.1130
-0.0969 -0.0815 0.0906
0.0876 -0.0658 -0.0656
0.0674 -0.0042 -0.0545
0.0065 0.0842 -0.0258
-0.0780 0.0778 0.0363
0.0947 0.0222 0.1570
0.0064 0.0209 0.0709
-0.0957 -0.0241 0.0654
-0.0841 -0.0444 0.0032
-0.1023 0.0023 -0.0503
-0.0584 -0.0581 -0.0520

***

Question: Look up the electronic energy of the first one.
Answer: -10700.0260 eV